The following is a DFT calculation (the ωB97M-V functional and the def2-TZVPD basis) of 3 unconnected molecules or ions with the total composition C2H14N6 in a non-equilibrium geometry.

Results
Frontier orbital gap (alpha / beta)   7.35 / 7.36 eV
LUMO energy (alpha / beta)   -0.1 / -0.1 eV
DFT total energy   -11237.3036 eV
HOMO energy (alpha / beta)   -7.4 / -7.4 eV

The geometry in ORCA input format:
```
! wB97M-V def2-TZVPD RIJCOSX def2/J DEFGRID3
* xyz 0 1
N 2.77309 -1.76313 -0.30691
N -0.52356 0.34051 1.28838
N 1.16061 0.72211 -1.61069
N 2.41856 -0.54530 0.07294
N 3.22285 0.42378 -0.26005
N -1.84562 1.13600 -0.46734
C -1.69991 0.03865 0.49092
C -2.90834 -0.14658 1.41431
H 0.18457 1.01008 -1.49263
H 2.06461 -2.45992 -0.14186
H -1.88584 2.01464 0.04066
H 3.32108 -1.88233 -1.15987
H 4.03409 0.14311 -0.82805
H 2.47041 1.02662 -1.03037
H -2.69812 1.03540 -1.00752
H -3.81364 -0.32251 0.83043
H 0.31333 0.34604 0.71092
H 1.21618 0.34819 -2.56057
H -1.58686 -0.87686 -0.11719
H -2.76860 -0.99977 2.08294
H -0.40001 -0.33794 2.02950
H -3.04888 0.74922 2.02208
*
```

Here are the Mulliken charges for atoms 1 to 2, given in e: number 1, N, carries -0.481; number 2, N, carries -0.638


The following is a DFT calculation (the ωB97M-V functional and the def2-TZVPD basis) of 4 unconnected molecules or ions with the total composition C2H14NO3 in a non-equilibrium geometry.

Results
Frontier orbital gap (alpha / beta)   2.88 / 11.76 eV
LUMO energy (alpha / beta)   0.3 / 0.2 eV
DFT total energy   -9929.7956 eV
HOMO energy (alpha / beta)   -2.6 / -11.5 eV

The geometry in ORCA input format:
```
! wB97M-V def2-TZVPD RIJCOSX def2/J DEFGRID3
* xyz 0 2
O -1.93123 1.03838 2.88962
O -0.75651 0.64509 -1.87026
O 1.85679 -0.56232 -3.19007
N 0.17162 0.90834 1.06266
C -0.03941 -1.47382 0.32016
C 0.84132 -0.40246 0.83754
H 0.58638 -2.39887 0.12203
H 0.61089 1.64685 1.50924
H -2.79398 0.46776 2.83054
H -1.01717 -1.67360 0.85982
H -1.58189 1.02016 -2.36414
H -0.67165 0.74059 1.66073
H 2.52626 -0.12707 -3.68272
H 0.02324 0.78292 -2.48313
H 1.10875 -0.68658 -3.81239
H 1.68117 -0.19535 0.21460
H 1.43928 -0.73122 1.76297
H -0.12821 -1.27819 -0.74574
H -0.20085 1.33739 0.19708
H -1.72481 0.94200 3.88145
*
```

Here are the Mulliken charges for atoms 1 to 2, given in e: number 1, O, carries -1.184; number 2, O, carries -0.461


The following is a DFT calculation (the ωB97M-V functional and the def2-TZVPD basis) of 5 unconnected molecules or ions with the total composition C2H14NO4 in a non-equilibrium geometry.

Results
Frontier orbital gap   10.92 eV
LUMO energy   -2.9 eV
DFT total energy   -11973.3873 eV
HOMO energy   -13.8 eV

The geometry in ORCA input format:
```
! wB97M-V def2-TZVPD RIJCOSX def2/J DEFGRID3
* xyz 1 1
O -2.21178 1.29608 -2.51481
O 3.02869 0.09124 1.13400
O 0.74089 1.62465 2.08718
O 0.84465 -1.48718 0.92143
N -1.00040 0.23778 -0.12270
C -0.98931 -0.64983 -1.29813
C -1.09970 -1.94862 -1.14594
H 3.10373 0.93945 1.44605
H 0.42970 1.31664 2.92279
H -1.53434 -0.31462 0.56355
H -0.64463 -0.11549 -2.16210
H -0.70220 -2.58669 -1.95735
H -1.85446 2.23997 -2.71139
H -1.17693 -2.38956 -0.12393
H 1.56322 -0.72902 0.93444
H 1.06099 2.47916 1.96071
H -1.35375 1.13645 -0.28304
H 3.76905 -0.35205 1.45917
H -3.10889 1.32336 -2.81006
H 1.07965 -2.30393 1.37817
H 0.05581 0.19222 0.32196
*
```

Here are the Mulliken charges for atoms 1 to 2, given in e: number 1, O, carries -0.604; number 2, O, carries -0.594


The following is a DFT calculation (the ωB97M-V functional and the def2-TZVPD basis) of 6 unconnected molecules or ions with the total composition C2H14NO7 in a non-equilibrium geometry.

Results
Frontier orbital gap   8.85 eV
LUMO energy   3.4 eV
DFT total energy   -18126.7511 eV
HOMO energy   -5.4 eV

The geometry in ORCA input format:
```
! wB97M-V def2-TZVPD RIJCOSX def2/J DEFGRID3
* xyz -1 1
O -2.98826 -0.09538 0.83122
O 1.26800 -2.85419 -1.51683
O 0.74302 -2.77188 2.06143
O -1.10636 3.40429 -0.48300
O 0.72310 1.13408 -1.17690
O -2.05071 1.19992 -2.15441
O 0.13149 -0.74433 -0.05201
N 1.37980 0.87263 0.95487
C 1.89573 -0.06394 1.92561
C 0.75230 0.33647 -0.21255
H 2.16620 -1.00443 1.45729
H -2.77378 0.57587 -2.19803
H -0.17089 3.19078 -0.47527
H -1.54002 2.78495 -1.07312
H 2.89463 0.22213 2.28741
H -2.48023 0.69198 0.61885
H 1.93241 -2.15531 -1.46411
H 0.51585 -2.27765 -1.29441
H -0.16250 -2.44237 2.10620
H -1.18780 0.78394 -2.29718
H -2.47056 -0.74176 1.30895
H 1.87489 1.72091 0.78248
H 0.91628 -2.48740 1.14830
H 1.23644 -0.29233 2.75895
*
```

Here are the Mulliken charges for atoms 1 to 2, given in e: number 1, O, carries -0.645; number 2, O, carries -0.673


The following is a DFT calculation (the ωB97M-V functional and the def2-TZVPD basis) of 5 unconnected molecules or ions with the total composition C2H14O4S in a non-equilibrium geometry.

Results
Frontier orbital gap   8.90 eV
LUMO energy   0.2 eV
DFT total energy   -21325.7137 eV
HOMO energy   -8.7 eV

The geometry in ORCA input format:
```
! wB97M-V def2-TZVPD RIJCOSX def2/J DEFGRID3
* xyz 0 1
S 0.42312 -4.01452 1.44420
O 0.31380 4.24087 -1.13728
O 0.40156 4.94950 2.34318
O -3.04941 -0.61955 -5.06256
O -2.24787 6.44711 0.75326
C 1.14949 -5.41777 2.32720
C 1.63680 -3.91793 0.10738
H 0.75622 3.73068 -1.83175
H -2.70284 -1.51328 -5.11389
H 1.39498 -6.24020 1.66453
H 0.94498 4.20654 2.07237
H 2.56303 -3.45952 0.46942
H 0.63748 3.88923 -0.30549
H 1.85840 -4.90353 -0.29993
H 0.42308 -5.76061 3.06638
H -2.42859 -0.04677 -5.53885
H 1.96577 -5.05875 2.93792
H 1.21600 -3.35619 -0.72515
H -2.02171 5.52210 0.58533
H -0.50906 4.64620 2.29535
H -2.72522 6.67639 -0.05163
*
```

Here are the Mulliken charges for atoms 1 to 2, given in e: number 1, S, carries -0.060; number 2, O, carries -0.597


The following is a DFT calculation (the ωB97M-V functional and the def2-TZVPD basis) of 5 unconnected molecules or ions with the total composition C2H14O4S.

Results
Frontier orbital gap   9.27 eV
LUMO energy   0.5 eV
DFT total energy   -21326.7764 eV
HOMO energy   -8.7 eV

The geometry in ORCA input format:
```
! wB97M-V def2-TZVPD RIJCOSX def2/J DEFGRID3
* xyz 0 1
S 0.30376 2.06725 0.13618
O -0.41844 -1.70179 -1.97106
O -0.06184 -3.05053 0.53284
O -0.54644 -1.41755 2.78106
O 0.87276 0.73193 -2.76015
C -1.41912 1.47691 0.30855
C 1.16925 0.87224 1.16296
H 0.81525 -3.44066 0.42587
H 1.07404 -0.13938 0.76637
H -1.90558 2.00871 1.11851
H -0.67202 -2.00182 3.52998
H 0.11245 -0.90921 -2.19342
H -1.12708 -1.68945 -2.62125
H -0.22217 -1.95586 2.05557
H 0.82001 0.87725 2.19166
H 0.94664 1.21510 -3.58850
H -1.35367 0.42806 0.59663
H -1.95657 1.53715 -0.63317
H 2.21323 1.17801 1.07826
H 0.50074 1.38883 -2.15056
H -0.10259 -2.38250 -0.19383
*
```

Here are the Mulliken charges for atoms 1 to 2, given in e: number 1, S, carries -0.156; number 2, O, carries -0.666


The following is a DFT calculation (the ωB97M-V functional and the def2-TZVPD basis) of 5 unconnected molecules or ions with the total composition C2H14O4S in a non-equilibrium geometry.

Results
Frontier orbital gap   9.65 eV
LUMO energy   0.4 eV
DFT total energy   -21326.0451 eV
HOMO energy   -9.2 eV

The geometry in ORCA input format:
```
! wB97M-V def2-TZVPD RIJCOSX def2/J DEFGRID3
* xyz 0 1
S 3.10967 -0.95299 0.77092
O 1.50040 0.52530 3.17569
O -4.28155 -0.37918 -1.48014
O -1.22377 0.36086 2.15451
O -2.14864 1.66211 -1.74291
C 1.84333 -0.12520 -1.60427
C 1.85356 -1.19274 -0.50729
H 2.83401 0.32988 1.02455
H 1.87196 -2.22025 -0.86187
H -2.59172 1.10607 -2.38770
H -4.29737 -1.09828 -0.84475
H 2.29162 -0.00714 3.03521
H 1.98046 -0.61625 -2.57240
H -1.27099 -0.19391 1.36786
H -2.45845 1.32385 -0.89619
H -5.15945 0.00745 -1.53227
H 2.76551 0.45001 -1.55378
H 1.75426 1.34623 3.60246
H -0.30693 0.21734 2.44339
H 0.90998 -1.09575 0.03475
H 1.02409 0.55259 -1.62578
*
```

Here are the Mulliken charges for atoms 1 to 2, given in e: number 1, S, carries -0.317; number 2, O, carries -0.632


The following is a DFT calculation (the ωB97M-V functional and the def2-TZVPD basis) of 5 unconnected molecules or ions with the total composition C2H14O4S2 in a non-equilibrium geometry.

Results
Frontier orbital gap   8.32 eV
LUMO energy   0.3 eV
DFT total energy   -32160.2232 eV
HOMO energy   -8.0 eV

The geometry in ORCA input format:
```
! wB97M-V def2-TZVPD RIJCOSX def2/J DEFGRID3
* xyz 0 1
S -0.42502 -0.48912 -1.01750
S 0.92603 -1.28440 0.07745
O -3.32438 -2.33064 1.06664
O 2.92349 1.17061 -2.21831
O 1.54768 3.00969 1.10569
O -3.43945 0.29107 1.83276
C -1.18692 1.04886 -0.34973
C 2.61333 -0.68429 0.14448
H -1.53335 1.41580 -1.28398
H -4.36365 -0.02976 2.07178
H -2.98621 -1.39733 1.12250
H 3.79180 1.59416 -2.07629
H -3.54045 1.07732 1.26461
H 2.43002 3.27295 0.93826
H 1.02746 3.79447 1.35999
H 2.85387 -0.02931 -0.65688
H 2.77141 -0.06938 0.96091
H -2.48167 -2.71942 0.87622
H -2.01636 0.71933 0.38710
H 2.90304 1.02163 -3.17573
H -0.51216 1.83610 0.02030
H 3.42290 -1.42353 0.16929
*
```

Here are the Mulliken charges for atoms 1 to 2, given in e: number 1, S, carries -0.086; number 2, S, carries -0.088


The following is a DFT calculation (the ωB97M-V functional and the def2-TZVPD basis) of 5 unconnected molecules or ions with the total composition C2H14O5 in a non-equilibrium geometry.

Results
Frontier orbital gap   10.79 eV
LUMO energy   0.5 eV
DFT total energy   -12538.4208 eV
HOMO energy   -10.3 eV

The geometry in ORCA input format:
```
! wB97M-V def2-TZVPD RIJCOSX def2/J DEFGRID3
* xyz 0 1
O 0.08227 -0.53688 1.75122
O -2.15980 1.24821 0.45571
O 0.59198 -3.63190 -0.85456
O -0.12114 2.98955 -0.06804
O -1.05924 0.81823 -2.11354
C 2.26263 -0.94464 0.65131
C 0.89081 -0.30522 0.58563
H 0.93490 -2.87967 -1.35943
H -1.80440 0.68290 1.16246
H 2.93005 -0.69933 -0.16637
H 0.97069 0.78744 0.53040
H -0.17459 3.92540 0.18118
H -0.32345 -3.67906 -1.19732
H -0.64573 1.65786 -1.93117
H -2.01300 0.86134 -2.05103
H 2.74880 -0.58022 1.56764
H -1.97821 0.73567 -0.35187
H 2.13403 -2.01893 0.79243
H -0.97534 2.56237 0.15328
H 0.58213 -0.36901 2.55646
H 0.23412 -0.59478 -0.22740
*
```

Here are the Mulliken charges for atoms 1 to 2, given in e: number 1, O, carries -0.587; number 2, O, carries -0.743


The following is a DFT calculation (the ωB97M-V functional and the def2-TZVPD basis) of 4 unconnected molecules or ions with the total composition C2H15N2O3.

Results
Frontier orbital gap   11.24 eV
LUMO energy   -2.8 eV
DFT total energy   -11434.3574 eV
HOMO energy   -14.0 eV

The geometry in ORCA input format:
```
! wB97M-V def2-TZVPD RIJCOSX def2/J DEFGRID3
* xyz 1 1
O -0.90135 -0.61635 -2.66170
O -1.02601 -1.71595 -0.27757
O 0.61729 2.52135 -4.45834
N -1.19656 -0.07367 1.96382
N 1.05684 0.97230 1.17122
C -0.01784 -0.76794 2.55773
C 1.27545 -0.29414 1.85494
H 1.51696 2.85584 -4.38876
H -0.06034 -0.53222 3.61643
H -0.51889 -0.32764 -3.50475
H 0.33477 2.84234 -5.32160
H -0.71301 -1.48498 -1.18151
H -0.48193 -2.42561 0.06959
H 2.03453 -0.18970 2.62777
H -2.03419 -0.27917 2.50196
H -0.19652 -1.84113 2.51024
H 1.13310 0.86202 0.17055
H -1.84962 -0.68071 -2.86871
H 1.61796 -1.10266 1.22270
H 1.71417 1.68023 1.46305
H -1.36177 -0.31262 0.96199
H -0.94306 0.91042 1.97094
*
```

Here are the Mulliken charges for atoms 1 to 2, given in e: number 1, O, carries -0.680; number 2, O, carries -0.693